# 1
Below is a gas-phase ion, C6H9N4 (charge +1) at a distorted geometry, with properties calculated with wB97M-V/def2-TZVPD.

Cartesian coordinates (Å):
N  -1.679  1.773  0.029
N  -0.373  1.783  0.232
N  3.737  -0.035  -0.054
N  1.746  1.096  -0.119
C  -3.070  -0.165  -0.565
C  4.930  -0.090  0.166
C  2.496  0.128  -0.438
C  -2.446  0.872  -0.211
C  -4.001  -0.880  0.341
C  0.378  0.906  -0.312
H  2.076  -0.614  -1.107
H  -3.553  -0.706  1.279
H  -4.940  -0.410  0.464
H  -2.904  -0.523  -1.633
H  5.562  -0.735  0.865
H  5.733  0.416  -0.392
H  -0.111  2.743  0.708
H  2.077  1.842  0.510
H  -4.119  -1.925  0.194

## Properties
Molecular weight, g mol⁻¹: 137.166
Net charge: +1
HOMO level, eV: -11.734
Multiplicity: 1

# 2
Below is a molecular structure, C20H44Br20O5P2 at a distorted geometry, with properties calculated with wB97M-V/def2-TZVPD.

Cartesian coordinates (Å):
Br  6.179  10.987  4.516
Br  -0.960  -3.257  -5.784
Br  -3.942  -5.516  5.357
Br  -0.608  -8.011  -8.215
Br  1.564  0.556  -4.094
Br  -4.950  -1.615  3.048
Br  -1.222  -0.591  5.478
Br  -1.603  1.027  2.302
Br  -0.627  -2.737  1.255
Br  -1.344  3.557  -0.367
Br  -2.562  -3.855  8.367
Br  2.190  -5.837  -7.122
Br  -2.583  1.638  -4.577
Br  -4.193  -4.890  -5.067
Br  3.282  9.070  3.267
Br  -3.578  0.088  6.091
Br  1.555  1.640  6.457
Br  4.633  2.037  -2.670
Br  -1.933  -4.308  -1.816
Br  -1.274  -0.406  -1.812
P  1.453  9.101  -0.248
P  3.210  7.087  -0.954
O  3.289  7.939  -2.316
O  2.553  5.787  -1.153
O  2.179  10.380  -0.336
O  2.461  7.878  0.258
O  4.739  6.808  -0.505
C  -0.235  -4.576  -0.903
C  -2.881  2.513  0.218
C  1.352  -0.279  6.722
C  1.823  1.531  -2.428
C  -2.363  -5.693  7.741
C  -2.901  2.353  1.716
C  -2.218  -5.760  6.246
C  4.414  10.361  2.347
C  -2.678  -0.809  -3.097
C  5.855  10.217  2.756
C  -3.370  -1.802  5.450
C  2.785  2.673  -2.598
C  -3.000  -5.099  -6.592
C  -3.233  -1.872  3.938
C  1.932  -7.756  -6.902
C  1.302  -8.378  -8.121
C  -0.405  -4.555  0.593
C  0.717  -0.934  5.525
C  -1.556  -5.067  -6.167
C  -2.328  -0.291  -4.465
H  1.344  -7.894  -5.999
H  1.129  -0.590  4.578
H  -3.256  -4.318  -7.303
H  -1.541  -5.009  5.848
H  -3.251  -6.069  -7.017
H  2.932  -8.158  -6.746
H  -2.563  -1.133  3.530
H  -1.463  -6.058  8.234
H  0.779  -0.414  7.636
H  4.182  8.303  -2.457
H  -1.266  -5.124  0.933
H  2.145  0.806  -1.685
H  2.745  3.337  -1.736
H  -1.298  -0.490  -4.746
H  -3.866  1.972  2.049
H  -0.913  -5.409  -6.976
H  -2.490  -2.166  5.938
H  0.113  -5.553  -1.235
H  4.291  10.140  1.288
H  0.491  -4.929  1.085
H  -1.880  -6.748  5.936
H  -4.234  -2.352  5.822
H  -2.995  -0.711  -5.216
H  0.445  -3.810  -1.268
H  6.186  9.183  2.798
H  0.732  8.758  -1.415
H  2.364  -0.653  6.874
H  -2.675  3.273  2.249
H  -2.839  1.565  -0.313
H  0.488  9.230  0.785
H  -1.360  -5.659  -5.277
H  0.817  -2.019  5.584
H  -3.751  3.076  -0.118
H  1.737  -8.025  -9.052
H  0.833  1.903  -2.163
H  -2.753  -1.896  -3.105
H  1.377  -9.463  -8.078
H  -3.223  -6.248  8.106
H  2.614  3.250  -3.502
H  4.005  11.345  2.557
H  6.501  10.775  2.080
H  -2.901  -2.864  3.632
H  4.954  5.898  -0.777
H  -3.600  -0.390  -2.703

## Properties
Molecular weight, g mol⁻¹: 2024.595
Net charge: 0
HOMO level, eV: -8.662
Multiplicity: 1

# 3
Below is a single C9H11NO3 molecule at a distorted geometry, with properties calculated with wB97M-V/def2-TZVPD.

Cartesian coordinates (Å):
O  2.370  1.428  0.377
O  0.081  1.490  -0.873
O  0.365  -2.351  -2.766
N  0.634  -2.123  -1.457
C  0.366  -0.847  -1.275
C  -1.960  0.313  0.671
C  -0.097  1.268  -2.219
C  1.801  0.418  0.574
C  -0.036  -1.196  -3.335
C  0.425  0.295  -0.012
C  2.304  -0.713  1.397
C  -0.034  -0.179  -2.414
C  -0.516  0.043  1.145
H  1.654  -0.956  2.258
H  -0.209  -1.017  1.483
H  -1.992  1.387  0.532
H  -2.760  0.002  1.358
H  -1.002  1.695  -2.500
H  3.318  -0.771  1.732
H  0.613  1.784  -2.856
H  -0.076  -1.148  -4.464
H  -0.399  0.834  1.809
H  -2.162  -0.174  -0.320
H  2.202  -1.754  0.913

## Properties
SMILES: CC[C@]1(C(C)=O)OCc2conc21
Molecular weight, g mol⁻¹: 181.191
Net charge: 0
HOMO level, eV: -9.589
Multiplicity: 1

# 4
Below is 2 unconnected molecules or ions with the total composition C5H18N6 at a distorted geometry, with properties calculated with wB97M-V/def2-TZVPD.

Cartesian coordinates (Å):
N  -1.912  0.698  -2.107
N  0.773  -0.706  3.087
N  0.050  1.904  -1.810
N  1.824  -1.018  0.946
N  -1.672  2.125  -0.275
N  2.368  0.715  2.292
C  1.399  -2.404  0.712
C  -1.349  -0.543  -2.428
C  -1.846  -1.741  -1.323
C  1.637  -0.435  2.135
C  -1.177  1.678  -1.410
H  -2.380  -2.364  -2.028
H  0.112  1.827  -2.824
H  -1.124  -2.056  -0.578
H  -0.302  -0.424  -2.688
H  2.119  -2.991  0.137
H  -2.629  -1.291  -0.713
H  0.838  -0.224  3.972
H  0.258  -1.571  3.194
H  2.698  1.138  1.459
H  2.252  1.220  3.153
H  2.660  -0.763  0.442
H  -2.682  2.225  -0.262
H  -1.298  2.947  0.199
H  1.174  -2.986  1.600
H  0.744  2.536  -1.443
H  0.604  -2.395  -0.061
H  -1.763  -1.109  -3.271
H  -2.917  0.672  -1.933

## Properties
<S²>: 0.755
Molecular weight, g mol⁻¹: 162.241
Net charge: +3
HOMO level (spin up / spin down), eV: -20.348 / -20.340
Multiplicity: 2

| no. | total energy (eV) |
| --- | --- |
| 1 | -12315.4155 |
| 2 | -1451121.6227 |
| 3 | -17140.0270 |
| 4 | -14386.1879 |